{
  "formula": "C46H52BClN15OTi",
  "method": "ωB97M-V with the def2-TZVPD basis set",
  "homo_ev": -14.990,
  "molar_mass_g_mol": 925.2,
  "charge": 3,
  "de_lowest_kcal_mol": 21.8,
  "largest_force_ev_per_a": 0.5,
  "gap_ev": 4.936,
  "symbols": ["Ti", "Cl", "O", "N", "N", "N", "N", "N", "N", "N", "N", "N", "N", "N", "N", "N", "N", "N", "C", "C", "C", "C", "C", "C", "C", "C", "C", "C", "C", "C", "C", "C", "C", "C", "C", "C", "C", "C", "C", "C", "C", "C", "C", "C", "C", "C", "C", "C", "C", "C", "C", "C", "C", "C", "C", "C", "C", "C", "C", "C", "C", "C", "C", "C", "B", "H", "H", "H", "H", "H", "H", "H", "H", "H", "H", "H", "H", "H", "H", "H", "H", "H", "H", "H", "H", "H", "H", "H", "H", "H", "H", "H", "H", "H", "H", "H", "H", "H", "H", "H", "H", "H", "H", "H", "H", "H", "H", "H", "H", "H", "H", "H", "H", "H", "H", "H", "H"],
  "xyz": [[1.65586, 1.16187, -0.79513], [-0.66125, -5.80134, -3.22065], [-5.86646, -2.43824, 3.33538], [1.34192, -0.61562, -2.09799], [2.63685, 5.83471, -1.23303], [-0.51745, 1.11238, -1.11058], [1.30725, 2.47034, 0.63402], [2.39536, -0.43774, 0.28973], [3.40899, 5.47503, -0.16712], [1.94548, 3.67811, 0.75159], [3.68479, 3.18181, -1.08288], [4.00873, 2.67545, 2.19763], [-1.44046, -2.34527, 2.78069], [3.53201, 1.82751, -1.09569], [1.36887, 2.00769, -2.73679], [4.35708, 3.64241, 1.30544], [-2.46100, -1.55484, 2.40266], [-0.67137, -0.65802, 1.50638], [2.68956, 7.15384, -1.27454], [-0.99497, -0.02359, -1.64648], [-4.40300, -2.22905, -0.10434], [3.48084, 7.67770, -0.23241], [3.58151, -2.48368, 1.70913], [5.03580, 2.37699, -2.65950], [-1.75055, -4.81492, -2.30384], [5.67221, 3.96476, 1.43958], [-1.34643, 2.16207, -0.98013], [0.33658, 2.43846, 1.60056], [-3.07396, -4.68023, -2.69495], [1.13720, 1.19287, -3.78042], [-4.76407, -2.87067, 2.52220], [3.21639, -2.67292, 0.38079], [2.64308, -1.62626, -0.30535], [-1.28466, -4.15393, -1.17934], [0.34888, 3.60775, 2.30593], [-2.67516, 2.10038, -1.34684], [0.76205, 1.68521, -5.01314], [0.89287, 3.89605, -4.10348], [-3.91735, -3.85821, -1.95947], [-2.13516, -3.31903, -0.47168], [3.34209, -1.25826, 2.31510], [4.35645, 1.34422, -2.06133], [5.10323, 2.43326, 2.89808], [-5.57792, -5.21214, 3.03193], [-3.82506, -1.70068, 2.92829], [2.31974, -1.68700, -1.76862], [-3.32851, -4.95868, 2.04595], [1.38303, 4.36023, 1.73318], [-0.39399, -1.78050, 2.22894], [-3.75470, -4.26186, 4.40753], [-3.46549, -3.15488, -0.84336], [3.91304, 6.57811, 0.45618], [1.25121, 3.33992, -2.89186], [1.40287, -0.26626, -3.54686], [-5.26014, -2.79720, 1.04693], [4.58518, 3.52260, -2.00162], [2.73270, -0.25868, 1.58841], [0.63702, 3.05873, -5.17865], [-1.98577, -0.55443, 1.65650], [6.18814, 3.21692, 2.46253], [-4.33681, -4.30251, 2.99001], [-3.16731, 0.91998, -1.88712], [-0.00875, -1.13522, -1.72743], [-2.30985, -0.15880, -2.04679], [3.38659, 4.03898, 0.22721], [-3.30576, 2.96924, -1.22111], [-6.56589, -3.09974, 3.30228], [-4.95157, -3.76001, -2.26934], [-5.11969, -1.85590, -0.84146], [4.04981, -3.28766, 2.26227], [0.34774, 3.46677, -6.13820], [-6.13177, -2.14357, 1.10433], [-4.20319, 0.84533, -2.19184], [-6.14441, -5.21928, 2.09863], [3.23299, -1.52937, -2.34357], [-4.42032, -3.73382, 5.09184], [0.82024, 4.97088, -4.18909], [2.40907, -0.48482, -3.91050], [0.57935, 1.00552, -5.83493], [1.92877, -2.66713, -2.05480], [4.41885, 0.28545, -2.25605], [1.46924, 3.98512, -2.04502], [5.08157, 1.72029, 3.70782], [-0.28331, 3.89147, 3.12929], [-3.85605, -1.34830, 0.23498], [2.55301, 0.71985, 2.01315], [-5.63825, -3.77466, 0.74412], [4.53229, 6.49523, 1.33412], [-4.34374, -0.78117, 2.65623], [-3.43865, -5.21299, -3.56251], [7.18949, 3.24255, 2.85500], [0.71660, -0.89464, -4.11789], [-5.25342, -6.23695, 3.21138], [-3.07143, -5.94401, 2.43762], [3.61353, -1.07627, 3.34510], [6.13768, 4.70832, 0.81228], [-0.92336, 3.07329, -0.57940], [5.77992, 2.31896, -3.43513], [-3.74487, -1.71695, 4.01201], [-3.73804, -5.10616, 1.04491], [-0.27703, 1.55636, 1.69776], [1.75885, 5.33728, 1.99799], [-2.65031, -1.09886, -2.46208], [2.16292, 7.69352, -2.04584], [4.87883, 4.55411, -2.11768], [-3.64303, -5.28101, 4.77936], [-2.40278, -4.39200, 1.97208], [-0.31699, -1.91109, -2.42986], [3.70103, 8.70977, -0.02337], [-6.25098, -4.96134, 3.85379], [0.59661, -2.18875, 2.35242], [-0.26334, -4.31334, -0.85117], [3.39141, -3.61716, -0.11779], [-2.77001, -3.79689, 4.43365], [0.06382, -1.59019, -0.73654], [-2.61466, 0.22684, 1.25643], [-1.75463, -2.81775, 0.40523]],
  "forces_ev_per_angstrom": [[-0.1, 0.1, -0.5], [0.0, 0.0, 0.0], [0.0, 0.0, 0.0], [0.1, -0.1, 0.1], [0.0, 0.0, 0.0], [0.0, 0.1, 0.1], [0.0, 0.0, 0.2], [0.0, -0.1, 0.0], [0.0, 0.0, 0.0], [-0.1, 0.0, -0.1], [0.1, 0.0, 0.0], [0.0, 0.0, 0.0], [0.0, 0.1, 0.1], [0.0, 0.1, 0.2], [0.1, 0.0, 0.0], [0.0, 0.0, 0.0], [0.0, -0.1, 0.0], [0.0, 0.0, 0.0], [0.0, 0.0, 0.0], [-0.1, 0.0, 0.0], [0.0, 0.0, 0.0], [0.0, 0.0, 0.0], [0.0, 0.0, 0.0], [0.0, 0.0, 0.0], [0.0, 0.0, 0.0], [0.0, 0.0, 0.0], [0.0, 0.0, 0.0], [0.0, 0.0, -0.1], [0.0, 0.0, 0.0], [0.0, 0.0, 0.0], [0.0, 0.0, 0.0], [0.0, 0.0, 0.0], [0.0, 0.0, 0.0], [0.0, 0.0, 0.0], [0.0, 0.0, 0.0], [0.0, 0.0, 0.0], [0.0, 0.0, 0.0], [0.0, 0.0, 0.0], [0.0, 0.0, 0.0], [0.0, 0.0, 0.0], [-0.1, 0.0, 0.0], [0.0, 0.0, 0.0], [0.0, 0.0, 0.0], [0.0, 0.0, 0.0], [0.0, 0.0, 0.0], [0.0, 0.0, 0.0], [0.0, 0.0, 0.0], [0.0, 0.0, 0.0], [0.0, 0.0, 0.0], [0.0, 0.0, 0.0], [0.0, 0.0, 0.0], [0.0, 0.0, 0.0], [0.0, 0.0, 0.0], [0.0, 0.0, 0.0], [0.0, 0.0, 0.0], [0.0, 0.0, 0.0], [0.1, 0.0, 0.0], [0.0, 0.0, 0.0], [0.0, 0.0, 0.0], [0.0, 0.0, 0.0], [0.0, 0.0, 0.0], [0.0, 0.0, 0.0], [0.0, -0.1, 0.0], [0.0, 0.0, 0.0], [0.0, 0.0, 0.0], [0.0, 0.0, 0.0], [0.0, 0.0, 0.0], [0.0, 0.0, 0.0], [0.0, 0.0, 0.0], [0.0, 0.0, 0.0], [0.0, 0.0, 0.0], [0.0, 0.0, 0.0], [0.0, 0.0, 0.0], [0.0, 0.0, 0.0], [0.0, 0.0, 0.0], [0.0, 0.0, 0.0], [0.0, 0.0, 0.0], [0.0, 0.0, 0.0], [0.0, 0.0, 0.0], [0.0, 0.0, 0.0], [0.0, 0.0, 0.0], [0.0, 0.0, 0.0], [0.0, 0.0, 0.0], [0.0, 0.0, 0.0], [0.0, 0.0, 0.0], [0.0, 0.0, 0.0], [0.0, 0.0, 0.0], [0.0, 0.0, 0.0], [0.0, 0.0, 0.0], [0.0, 0.0, 0.0], [0.0, 0.0, 0.0], [0.0, 0.0, 0.0], [0.0, 0.0, 0.0], [0.0, 0.0, 0.0], [0.0, 0.0, 0.0], [0.0, 0.0, 0.0], [0.0, 0.0, 0.0], [0.0, 0.0, 0.0], [0.0, 0.0, 0.0], [0.0, 0.0, 0.0], [0.0, 0.0, 0.0], [0.0, 0.0, 0.0], [0.0, 0.0, 0.0], [0.0, 0.0, 0.0], [0.0, 0.0, 0.0], [0.0, 0.0, 0.0], [0.0, 0.0, 0.0], [0.0, 0.0, 0.0], [0.0, 0.0, 0.0], [0.0, 0.0, 0.0], [0.0, 0.0, 0.0], [0.0, 0.0, 0.0], [0.0, 0.0, 0.0], [0.0, 0.0, 0.0], [0.0, 0.0, 0.0], [0.0, 0.0, 0.0], [0.0, 0.0, 0.0]],
  "lowdin_charge": [1.261, 0.699, -0.019, -0.197, 0.065, 0.014, -0.087, 0.005, -0.038, 0.048, 0.033, 0.069, 0.139, -0.072, -0.002, -0.011, -0.074, 0.062, -0.118, -0.241, -0.131, -0.025, 0.024, 0.033, -0.672, -0.063, -0.092, -0.100, -0.072, -0.227, -0.403, 0.037, -0.230, -0.126, 0.038, 0.003, 0.035, 0.010, -0.016, -0.082, 0.000, -0.074, -0.130, -0.034, -0.018, -0.080, -0.032, 0.025, -0.199, -0.040, -0.243, -0.057, -0.080, -0.057, -0.071, 0.009, -0.078, 0.019, -0.165, -0.028, -0.509, 0.013, -0.100, 0.033, -0.694, 0.132, 0.099, 0.129, 0.120, 0.141, 0.137, 0.129, 0.137, 0.089, 0.130, 0.096, 0.132, 0.144, 0.140, 0.156, 0.118, 0.087, 0.110, 0.130, 0.074, 0.093, 0.115, 0.128, 0.144, 0.119, 0.111, 0.155, 0.100, 0.100, 0.135, 0.130, 0.120, 0.129, 0.139, 0.085, 0.088, 0.159, 0.131, 0.114, 0.154, 0.097, 0.053, 0.142, 0.113, 0.095, 0.105, 0.105, 0.143, 0.067, 0.109, 0.135, 0.073]
}

---

{
  "formula": "C46H53Cl3F5N2O2P2S2",
  "method": "ωB97M-V with the def2-TZVPD basis set",
  "homo_ev": -10.457,
  "molar_mass_g_mol": 993.4,
  "charge": 1,
  "largest_force_ev_per_a": 2.3,
  "gap_ev": 6.241,
  "symbols": ["Cl", "Cl", "Cl", "S", "S", "P", "P", "F", "F", "F", "F", "F", "O", "O", "N", "N", "C", "C", "C", "C", "C", "C", "C", "C", "C", "C", "C", "C", "C", "C", "C", "C", "C", "C", "C", "C", "C", "C", "C", "C", "C", "C", "C", "C", "C", "C", "C", "C", "C", "C", "C", "C", "C", "C", "C", "C", "C", "C", "C", "C", "C", "C", "H", "H", "H", "H", "H", "H", "H", "H", "H", "H", "H", "H", "H", "H", "H", "H", "H", "H", "H", "H", "H", "H", "H", "H", "H", "H", "H", "H", "H", "H", "H", "H", "H", "H", "H", "H", "H", "H", "H", "H", "H", "H", "H", "H", "H", "H", "H", "H", "H", "H", "H", "H", "H"],
  "xyz": [[0.43017, -3.11366, -1.87765], [-2.45023, -2.44597, -5.37427], [-0.04341, -3.52403, 1.03341], [3.62646, 2.82726, -4.84230], [3.63519, -2.69298, -3.65260], [0.34227, 3.33521, -3.09528], [2.87450, 1.15281, -4.18530], [1.90653, -5.45945, 3.88651], [-3.86293, 3.52031, -2.92499], [6.06040, 2.40005, -0.43208], [-3.77698, 4.84731, 2.22403], [2.79079, -9.08526, 2.97855], [2.43911, 2.91935, 1.37910], [0.33133, 2.86438, -4.69649], [2.00957, -0.11411, -1.75245], [2.97779, -1.12245, -1.48733], [-4.85432, 3.96825, -2.12151], [5.29584, -6.14502, 2.82592], [2.35734, 1.22626, -2.37260], [-4.54145, 4.83603, -1.09603], [-2.40827, 6.52350, 5.12284], [1.72728, -9.35420, 3.76363], [3.01325, -5.51884, 3.11306], [-5.55627, 5.29839, -0.27215], [1.52790, 4.78658, -3.07589], [-0.65870, 0.44253, -3.25543], [2.96007, -5.01543, 1.82998], [-1.25891, -0.96566, -3.42820], [-2.71310, 5.52178, 4.21279], [3.66431, 1.67516, -1.62984], [-7.15928, 4.00228, -1.51247], [4.09804, -5.07212, 1.03749], [3.25139, -1.84825, -2.44430], [-2.82928, -0.61032, -0.26672], [0.78922, -0.36195, -1.43036], [0.12272, -10.90946, 4.59865], [1.01953, 1.95633, -1.98426], [-5.14212, -1.63746, -1.14238], [-2.88719, 7.81128, 4.92576], [-6.14858, 3.54462, -2.34553], [-6.86375, 4.88069, -0.47776], [1.21328, -10.63538, 3.78571], [5.26434, -5.63832, 1.53340], [0.08325, -8.61740, 5.32813], [1.18035, -8.34012, 4.52467], [0.49234, -1.69665, -0.82992], [-2.47851, -0.94147, -4.38051], [1.22944, 2.83507, -0.69818], [-2.63941, 0.69323, -1.08629], [-3.48661, 5.82718, 3.11093], [-3.96664, 7.10440, 2.89651], [5.99274, 1.12747, -0.97837], [5.02671, 1.17595, -2.17364], [-4.13037, -1.18664, -0.65612], [-1.25022, 1.34129, -0.94143], [4.16436, -6.08138, 3.62542], [0.30295, -1.92616, 0.46419], [1.50899, 2.11315, 0.63487], [-0.44379, -9.90155, 5.36749], [-3.66726, 8.10024, 3.81515], [-0.11001, 0.83401, -1.84497], [0.37801, -0.87230, 1.53344], [5.49583, 1.84230, -2.89789], [-2.35570, 4.50990, 4.35362], [4.17136, -6.46450, 4.63761], [4.07330, -4.67411, 0.03042], [1.62210, 5.13996, -4.10205], [0.33501, 3.44867, -0.54414], [-4.56620, 7.31602, 2.02203], [2.03709, -4.58590, 1.45965], [-6.35886, 2.86547, -3.16177], [2.50071, 4.47180, -2.69591], [-1.38558, 2.40410, -1.16636], [0.15100, 0.54837, -3.97747], [-0.36017, -7.83067, 5.92442], [3.77879, 0.09374, -4.41275], [-0.52036, -1.62105, -3.89395], [-1.02310, 1.32046, 0.12816], [6.98593, 0.83421, -1.32224], [3.65137, 1.39045, -0.57783], [-3.51409, 5.14396, -0.94593], [-3.40994, -0.96386, -3.81436], [-2.83769, -0.37144, 0.79957], [3.68979, 2.76251, -1.71156], [-1.40975, 1.19165, -3.52535], [-5.32687, 5.98281, 0.52839], [-1.79723, 6.29868, 5.98676], [-2.47143, -0.06654, -5.03037], [3.33856, 2.65478, 1.16239], [6.20285, -6.59036, 3.21158], [5.62415, 0.45696, -0.19555], [-1.56420, -1.46384, -2.50832], [2.04658, 3.54111, -0.82756], [-4.04412, 9.10279, 3.66311], [1.78185, 0.86961, -5.03779], [-0.31083, 3.41955, -5.15464], [0.64799, 2.03834, 1.29607], [1.60903, -7.35016, 4.48683], [-5.91306, -2.18096, -1.63056], [1.66335, -11.40568, 3.17308], [-0.28490, -11.91108, 4.63197], [-1.29674, -10.11632, 5.99809], [-8.17766, 3.67362, -1.67063], [0.11160, -1.34768, 2.48118], [-0.31469, -0.04520, 1.40464], [-2.65165, 8.58989, 5.63916], [-7.65438, 5.23883, 0.16841], [-2.99450, 0.56025, -2.10785], [6.15008, -5.68648, 0.91325], [-3.34523, 1.39535, -0.62625], [1.99029, 1.14075, 0.51935], [-2.08677, -1.37480, -0.50209], [1.41943, -0.56736, 1.65115], [5.03801, 0.16585, -2.59442], [1.09946, 5.54688, -2.42135]],
  "forces_ev_per_angstrom": [[0.4, 0.8, -0.1], [-0.2, 0.4, 0.0], [-0.2, 0.6, -0.1], [0.1, -0.3, 0.4], [0.3, -0.6, -0.3], [-1.3, 1.3, -0.1], [0.1, 1.4, -1.8], [0.0, 0.3, -0.1], [0.1, -0.1, -0.1], [0.1, 0.1, 0.2], [0.1, 0.0, 0.0], [0.0, 0.0, 0.0], [-0.3, -0.1, 0.1], [0.6, -0.2, 0.4], [0.3, -1.3, -0.5], [-0.2, 0.9, 0.0], [-0.3, 0.1, 0.3], [-0.1, 0.1, -0.1], [0.3, -1.1, 1.5], [0.3, 0.1, 0.0], [-0.1, 0.1, -0.1], [-0.3, -0.1, 0.2], [0.4, 0.0, -0.2], [-0.2, -0.1, -0.2], [0.1, -1.2, 0.5], [-0.1, -0.1, 0.2], [-0.2, 0.1, -0.1], [-0.4, 0.1, -0.6], [0.1, -0.2, 0.0], [0.2, 0.4, -1.1], [0.1, 0.1, 0.1], [0.1, -0.1, 0.2], [0.0, 0.2, -0.2], [-0.9, 0.1, -0.7], [-0.6, 0.5, 0.3], [0.0, 0.2, 0.0], [0.7, 1.2, -0.9], [1.3, 0.2, 0.4], [0.0, 0.1, 0.1], [0.0, -0.2, -0.2], [-0.1, 0.0, 0.0], [0.1, -0.2, -0.2], [0.1, 0.0, -0.1], [0.0, -0.2, -0.1], [0.1, 0.1, 0.0], [-0.4, -0.9, -0.5], [0.3, -0.4, 0.4], [-0.6, -0.8, 0.2], [0.0, 0.0, 0.9], [0.1, 0.2, 0.3], [-0.1, 0.0, -0.2], [-0.4, -0.1, -0.6], [0.7, -0.2, 1.0], [-0.7, -0.4, -0.5], [-0.7, -0.4, 0.2], [0.0, -0.1, 0.3], [-0.4, 0.3, 0.7], [1.3, 0.8, 0.4], [-0.1, 0.0, 0.1], [0.1, -0.1, 0.1], [1.0, -0.2, -0.1], [0.1, -0.9, 0.7], [-0.4, 0.0, -0.1], [0.0, 0.0, 0.0], [0.0, 0.0, 0.0], [0.0, 0.0, 0.0], [0.0, 0.0, 0.1], [0.1, 0.0, -0.2], [0.0, 0.0, 0.0], [0.3, -0.2, 0.1], [0.0, 0.0, 0.0], [0.1, 0.4, -0.3], [0.2, -0.2, -0.3], [-0.2, 0.0, 0.0], [0.0, 0.0, 0.0], [-0.5, -0.2, 0.6], [0.0, 0.1, 0.1], [0.3, -0.1, -0.2], [0.0, 0.0, 0.2], [-0.4, 0.1, -0.1], [0.0, 0.0, 0.0], [0.0, 0.1, -0.1], [0.2, -0.2, 0.0], [0.0, -0.1, 0.2], [0.2, 0.0, 0.1], [0.0, 0.0, 0.0], [0.0, 0.0, 0.0], [0.0, -0.2, -0.2], [0.0, 0.1, 0.0], [0.0, 0.0, 0.0], [0.2, -0.1, 0.0], [0.0, 0.2, 0.0], [0.0, -0.2, -0.2], [0.0, 0.0, 0.0], [0.0, -0.5, 0.7], [-0.1, -0.1, 0.0], [-0.1, -0.1, -0.3], [-0.1, -0.2, 0.0], [-0.3, 0.1, 0.1], [0.0, 0.0, 0.0], [0.0, 0.0, 0.0], [0.0, 0.0, 0.0], [0.0, 0.0, 0.0], [0.0, 0.1, -0.1], [0.2, 0.1, -0.3], [0.0, 0.0, 0.0], [0.0, 0.0, 0.0], [0.3, 0.0, 0.0], [0.0, 0.0, 0.0], [0.1, 0.0, -0.3], [-0.5, -0.1, -0.2], [0.1, 0.1, 0.3], [-0.2, 0.3, -0.1], [-0.2, 0.1, 0.0], [0.0, 0.0, -0.1]],
  "lowdin_charge": [0.756, 0.563, 0.786, 0.284, 0.929, 0.973, 0.487, 0.035, 0.030, -0.040, 0.042, 0.055, -0.045, -0.364, 0.017, 0.120, -0.295, -0.068, -0.391, -0.019, -0.079, -0.280, -0.283, -0.078, -0.256, -0.139, -0.033, -0.285, -0.022, -0.171, -0.074, -0.084, -0.795, -0.193, -0.072, -0.082, -0.402, 0.126, -0.090, -0.019, -0.079, -0.018, -0.091, -0.077, -0.013, -0.591, -0.545, -0.166, -0.160, -0.281, -0.019, -0.196, -0.212, -0.133, -0.115, -0.015, -0.693, -0.227, -0.096, -0.075, -0.272, -0.065, 0.089, 0.114, 0.125, 0.094, 0.038, 0.111, 0.101, 0.025, 0.117, -0.001, 0.097, 0.068, 0.106, -0.032, 0.057, 0.099, 0.126, 0.096, 0.116, 0.061, 0.123, 0.110, 0.111, 0.074, 0.107, 0.079, 0.079, 0.111, 0.121, 0.069, 0.097, 0.109, -0.008, 0.067, 0.114, 0.083, 0.031, 0.117, 0.106, 0.101, 0.108, 0.084, 0.065, 0.105, 0.106, 0.099, 0.102, 0.126, 0.087, 0.082, 0.093, 0.083, 0.043]
}

---

no.,LUMO level (eV)
1,-10.05
2,-4.22